{"formula": "C5H12NO", "method": "the ωB97M-V functional and the def2-TZVPD basis", "de_lowest_ev": 5.857, "e_tot_ha": -327.4808, "orbital_gap_ev": 5.7, "charge": -1, "lumo_energy_ev": 3.45, "homo_energy_ev": -2.28, "species": ["C", "C", "C", "C", "C", "O", "N", "H", "H", "H", "H", "H", "H", "H", "H", "H", "H", "H", "H"], "xyz": [[2.282, -1.027, -0.578], [1.182, 0.024, -0.410], [-0.173, -0.530, 0.012], [-0.999, 0.392, 0.974], [-2.482, -0.118, 1.120], [-2.477, -1.497, 1.436], [1.391, 1.398, -0.620], [2.053, -2.016, -0.080], [3.053, -0.826, -1.344], [2.102, -0.320, 0.394], [0.082, 1.135, -2.717], [-0.659, -0.839, -0.902], [0.057, -1.493, 0.506], [-0.807, 1.443, 0.616], [-0.521, 0.244, 2.038], [-3.004, 0.481, 1.902], [-3.048, 0.021, 0.083], [-0.079, 1.740, -2.460], [2.046, 1.786, 0.030]]}